The following is a DFT calculation (the ωB97M-V functional and the def2-TZVPD basis) of a cluster of 3 separate species, C14H33FN3O4 in total.

```
55
Properties=species:S:1:pos:R:3:forces:R:3
N -0.19310 0.33290 1.23656 -0.65 -0.35 -0.11
C 0.56696 1.35644 1.11001 0.80 1.05 -1.20
N 0.09807 2.63218 1.09174 -0.04 -0.17 2.52
C 1.21671 3.47184 1.66070 -0.84 0.13 0.00
C 2.30673 2.45297 1.95123 1.05 0.97 -0.39
C 2.56736 2.10567 3.41534 -0.58 -0.66 -0.24
C 1.84367 0.87213 3.95725 0.18 -0.18 -0.21
C 2.44394 -0.46445 3.51958 0.10 0.53 0.41
F 1.55366 -1.16270 2.70516 0.09 -0.20 -0.05
N 1.95904 1.32491 1.04478 0.26 -0.39 0.54
H 0.15118 -0.61150 1.11748 0.06 0.08 0.37
H -1.15201 0.50070 1.51464 -0.19 -0.55 -0.51
H -0.64662 2.68669 1.79089 -0.64 0.38 -0.89
H 0.83577 3.98545 2.53336 -0.04 -0.06 0.39
H 1.49545 4.26603 0.98927 0.19 -0.03 -0.60
H 3.23103 2.87519 1.57686 0.26 -0.05 -0.15
H 3.63012 1.94938 3.51757 0.38 -0.06 0.20
H 2.30868 2.95088 4.03913 0.01 0.38 0.02
H 0.79766 0.83880 3.67794 -0.36 0.16 0.02
H 1.85786 0.93145 5.03377 -0.01 -0.02 0.41
H 3.36729 -0.29122 2.98574 0.17 -0.18 -0.44
H 2.66893 -1.07927 4.38009 -0.12 -0.35 0.12
H 2.31643 1.59720 0.13230 -0.24 -0.51 -0.39
C -3.39830 -2.07877 2.00874 -0.03 0.10 0.00
O -2.67597 -1.82769 0.80740 0.16 -0.01 0.16
C -1.80701 -2.90171 0.45354 0.04 0.25 -0.10
C -2.40991 -3.80662 -0.59986 -0.03 -0.25 0.03
O -3.55468 -4.47752 -0.11514 -0.05 0.18 0.10
C -4.78189 -3.89529 -0.53138 0.02 -0.09 -0.05
H -4.22863 -1.37585 2.04753 0.01 0.03 -0.03
H -3.79389 -3.09384 2.03530 0.01 -0.01 -0.01
H -2.75687 -1.91793 2.88334 -0.01 -0.08 0.02
H -1.53355 -3.47870 1.34136 -0.03 -0.04 0.01
H -0.89074 -2.45583 0.04470 0.00 -0.07 -0.04
H -1.67177 -4.56967 -0.86433 0.03 0.04 -0.02
H -2.64522 -3.23776 -1.50457 0.00 0.06 0.01
H -4.99660 -4.16248 -1.57017 -0.02 0.05 -0.01
H -4.76982 -2.80778 -0.43369 0.02 0.02 0.00
H -5.56848 -4.29697 0.10399 0.02 -0.06 -0.01
C -0.80167 1.21449 -4.52248 -0.01 -0.01 -0.14
O 0.42303 0.85000 -5.13557 0.03 0.00 0.24
C 1.45772 1.80257 -4.95389 -0.07 -0.15 -0.19
C 2.41526 1.39055 -3.85833 0.08 0.20 0.04
O 1.77975 1.34960 -2.58085 -0.08 -0.04 0.13
C 1.39222 0.04533 -2.19373 0.13 -0.03 0.11
H -1.42585 0.32336 -4.47894 0.01 -0.01 -0.05
H -0.65273 1.59383 -3.50833 0.01 0.02 0.01
H -1.31668 1.97303 -5.11998 -0.02 0.04 0.06
H 1.03855 2.79156 -4.74629 0.01 0.02 0.04
H 2.01306 1.86394 -5.89358 0.02 0.03 0.01
H 3.22139 2.12606 -3.79564 0.00 -0.01 0.00
H 2.86182 0.42011 -4.09001 -0.03 -0.03 0.00
H 2.26175 -0.51727 -1.83419 -0.04 -0.10 -0.03
H 0.91417 -0.51076 -3.00127 0.00 0.06 -0.05
H 0.67674 0.14636 -1.37504 -0.03 0.00 -0.06
```
Positions in Å, forces in eV/Å.

Its HOMO-LUMO gap is 8.39 eV. The total energy is -30422.159 eV. Its largest force on an atom is 2.53 eV/Å. The value obtained for the LUMO energy is -3.27 eV. The charge is +1.